The following is a quantum chemistry calculation of C16H14BF2O6S3SbW as an isolated structure in a non-equilibrium geometry, from the OMol25 dataset.

Calculated values
LUMO (spin up / spin down)	1.96 / 1.67	eV
Kohn-Sham gap (spin up / spin down)	5.544 / 5.060	eV
F_max	1.2	eV/Å
relative energy (zero: lowest compared OMol25 entry of this formula, charge and spin)	18.0	kcal/mol

ORCA input file:
```
! wB97M-V def2-TZVPD RIJCOSX def2/J DEFGRID3
* xyz -1 2
W 0.29 -0.33 0.26
S 0.98 3.58 2.52
Sb 0.81 1.33 2.40
S -1.32 1.60 0.06
S 2.47 0.40 0.95
C 0.03 -2.97 -6.85
O 0.55 -2.12 -5.84
C -0.17 -1.98 -4.69
C -1.39 -2.63 -4.47
C -2.02 -2.45 -3.26
C -1.49 -1.65 -2.23
C -2.12 -1.67 -0.93
C -3.53 -2.14 -0.71
O -1.55 -1.29 0.12
C -0.27 -0.94 -2.51
O 0.25 -0.05 -1.70
C 0.37 -1.15 -3.74
H 0.76 -2.95 -7.65
H -0.93 -2.60 -7.22
H -0.08 -3.99 -6.49
H -1.84 -3.27 -5.21
H -2.94 -2.98 -3.09
H -3.99 -2.63 -1.56
H -4.12 -1.25 -0.47
H -3.55 -2.80 0.15
H 1.29 -0.63 -3.93
F -1.25 3.36 -2.02
B -0.52 2.68 -1.12
F 0.79 2.87 -1.21
O 1.83 -4.68 -1.13
C 1.67 -5.07 0.15
C 1.92 -6.40 0.46
C 1.77 -6.86 1.75
C 1.36 -5.99 2.77
C 1.11 -4.67 2.46
C 1.26 -4.19 1.16
C 0.99 -2.77 0.88
O 0.57 -1.98 1.77
O 1.18 -2.30 -0.29
H 1.66 -3.72 -1.17
H 2.24 -7.06 -0.34
H 1.97 -7.90 1.98
H 1.24 -6.35 3.78
H 0.79 -3.97 3.22
*
```



The following is a quantum chemistry calculation of C16H14BF5HgN6 as an isolated structure in a non-equilibrium geometry, from the OMol25 dataset.

Calculated values
LUMO	-0.07	eV
Kohn-Sham gap	6.769	eV
F_max	4.6	eV/Å
relative energy (zero: lowest compared OMol25 entry of this formula, charge and spin)	42.3	kcal/mol

ORCA input file:
```
! wB97M-V def2-TZVPD RIJCOSX def2/J DEFGRID3
* xyz 0 1
H 1.96 -0.44 -2.79
N 0.10 0.09 -1.98
B -2.37 0.12 -1.23
N -1.22 -0.08 -2.28
C -1.26 -0.68 -3.48
Hg 0.36 0.81 0.99
H -2.21 -0.86 -3.98
C 0.04 -0.93 -3.92
H 0.35 -1.39 -4.84
C 0.89 -0.46 -2.92
H -3.43 0.05 -1.77
C 0.24 0.87 3.15
H 1.27 0.77 3.50
H -0.40 0.08 3.56
H -0.18 1.87 3.30
N -2.25 1.52 -0.52
N -2.30 -0.98 -0.11
N -1.16 1.94 0.23
N -1.20 -1.07 0.70
C -3.15 2.52 -0.60
C -3.19 -1.95 0.24
H -4.09 2.35 -1.10
H -4.12 -2.05 -0.29
C -2.64 3.63 0.07
C -2.66 -2.67 1.31
C -1.40 3.24 0.57
C -1.42 -2.06 1.58
H -3.13 4.58 0.19
H -3.10 -3.50 1.83
H -0.68 3.83 1.13
H -0.71 -2.29 2.38
H 0.41 0.83 -1.35
F 1.60 -1.80 2.08
C 2.61 -1.14 1.44
C 2.36 0.02 0.73
C 3.42 0.53 0.00
F 3.24 1.61 -0.83
C 4.70 -0.03 0.05
F 5.70 0.45 -0.71
C 4.94 -1.15 0.86
F 6.15 -1.73 0.89
C 3.88 -1.71 1.57
F 4.05 -2.81 2.33
*
```



The following is a quantum chemistry calculation of C16H14BF5N6OPd as an isolated structure in a non-equilibrium geometry, from the OMol25 dataset.

Calculated values
LUMO (spin up / spin down)	0.44 / -1.12	eV
Kohn-Sham gap (spin up / spin down)	8.252 / 7.042	eV
F_max	1.8	eV/Å
relative energy (zero: lowest compared OMol25 entry of this formula, charge and spin)	0.0	kcal/mol

ORCA input file:
```
! wB97M-V def2-TZVPD RIJCOSX def2/J DEFGRID3
* xyz 0 3
H 0.78 3.07 0.43
N 0.37 1.65 -1.06
B 0.05 0.33 -3.21
N 0.37 1.66 -2.44
C 0.75 2.89 -2.87
Pd -0.08 -0.05 0.09
H 0.85 3.08 -3.92
C 0.96 3.69 -1.74
H 1.27 4.72 -1.70
C 0.72 2.87 -0.62
H 0.12 0.46 -4.39
C -1.54 -1.75 1.73
H -1.27 -2.03 2.75
H -0.63 -1.88 1.09
H -2.32 -2.39 1.31
N -1.40 -0.08 -2.77
N 1.00 -0.80 -2.67
N -1.64 -0.28 -1.40
N 1.09 -1.02 -1.31
C -2.55 -0.29 -3.45
C 1.86 -1.62 -3.29
H -2.58 -0.21 -4.52
H 1.96 -1.56 -4.37
C -3.55 -0.60 -2.52
C 2.52 -2.40 -2.32
C -2.92 -0.58 -1.26
C 2.00 -1.98 -1.08
H -4.58 -0.83 -2.70
H 3.27 -3.15 -2.46
H -3.35 -0.76 -0.28
H 2.22 -2.28 -0.06
H -1.91 -0.72 1.73
F -0.12 0.13 6.72
C 0.33 0.20 5.45
C 0.04 1.33 4.68
F -0.59 2.38 5.25
C 0.38 1.35 3.34
F 0.12 2.48 2.63
C 1.07 0.28 2.72
O 1.47 0.37 1.47
C 1.33 -0.86 3.54
F 1.97 -1.91 2.98
C 0.98 -0.90 4.88
F 1.21 -2.01 5.61
*
```



The following is a quantum chemistry calculation of C16H14BF5N6OSr as an isolated structure in a non-equilibrium geometry, from the OMol25 dataset.

Calculated values
LUMO (spin up / spin down)	-9.21 / -9.50	eV
Kohn-Sham gap (spin up / spin down)	5.161 / 4.868	eV
F_max	4.3	eV/Å
relative energy (zero: lowest compared OMol25 entry of this formula, charge and spin)	23.7	kcal/mol

ORCA input file:
```
! wB97M-V def2-TZVPD RIJCOSX def2/J DEFGRID3
* xyz 2 1
C -1.64 -1.77 -1.71
N -1.19 -0.61 -1.17
N -1.31 0.37 -2.16
C -1.95 -0.16 -3.22
C -2.16 -1.51 -2.98
B -0.92 1.89 -2.03
N -1.18 2.29 -0.55
N -1.06 1.45 0.56
C -1.47 2.17 1.63
C -1.89 3.45 1.21
C -1.73 3.47 -0.17
Sr -1.25 -1.03 1.40
N 0.57 2.14 -2.47
N 1.54 1.53 -1.74
C 2.72 1.83 -2.28
C 2.53 2.69 -3.39
C 1.14 2.87 -3.48
H 3.66 1.45 -1.87
H 0.53 3.44 -4.16
H 3.30 3.10 -4.01
H -1.60 2.55 -2.77
H -2.00 4.23 -0.90
H -2.27 0.46 -4.04
H -2.27 4.25 1.82
H -2.65 -2.20 -3.65
H -1.44 1.77 2.65
H -1.58 -2.73 -1.19
H 0.72 0.34 2.20
C 0.51 -0.26 3.10
H 0.97 0.26 3.95
H -0.59 -0.37 3.33
H 0.97 -1.25 3.07
F 2.20 -5.93 4.43
C 1.80 -5.19 3.37
C 2.72 -4.84 2.37
F 3.95 -5.41 2.39
C 2.39 -3.90 1.41
F 3.28 -3.46 0.49
C 1.10 -3.29 1.49
O 0.88 -2.12 0.98
C 0.11 -3.96 2.26
F -1.24 -3.66 2.02
C 0.46 -4.79 3.29
F -0.45 -5.21 4.21
*
```



The following is a quantum chemistry calculation of C16H14BF5N6STc as an isolated structure in a non-equilibrium geometry, from the OMol25 dataset.

Calculated values
LUMO (spin up / spin down)	-8.08 / -10.30	eV
Kohn-Sham gap (spin up / spin down)	6.741 / 4.543	eV
F_max	4.0	eV/Å

ORCA input file:
```
! wB97M-V def2-TZVPD RIJCOSX def2/J DEFGRID3
* xyz 2 4
H 1.69 3.67 0.25
N 1.29 1.98 -0.96
B 0.21 0.52 -2.86
N 0.71 1.84 -2.23
C 0.81 3.03 -2.86
Tc 2.83 0.85 -0.33
H 0.56 3.08 -3.91
C 1.27 3.98 -1.96
H 1.37 5.04 -2.13
C 1.51 3.32 -0.75
H 0.31 0.62 -4.05
C -2.15 -2.70 2.29
H -1.73 -2.94 3.26
H -1.36 -2.28 1.67
H -2.54 -3.60 1.82
N -1.38 0.14 -2.74
N 1.26 -0.55 -2.42
N -1.97 0.05 -1.51
N 1.82 -0.67 -1.14
C -2.32 -0.16 -3.69
C 1.86 -1.45 -3.21
H -2.12 -0.11 -4.76
H 1.63 -1.43 -4.27
C -3.50 -0.51 -3.03
C 2.66 -2.29 -2.44
C -3.21 -0.39 -1.65
C 2.58 -1.82 -1.11
H -4.44 -0.81 -3.43
H 3.19 -3.15 -2.77
H -3.85 -0.58 -0.82
H 2.86 -2.23 -0.16
H -2.92 -2.00 2.40
F -0.85 -0.02 6.30
C -0.11 0.11 5.18
C -0.09 1.31 4.47
F -0.91 2.31 4.85
C 0.73 1.46 3.35
F 0.62 2.59 2.59
C 1.60 0.44 2.94
S 2.96 0.70 1.85
C 1.43 -0.82 3.56
F 2.01 -1.91 3.00
C 0.61 -0.97 4.68
F 0.44 -2.19 5.26
*
```



The following is a quantum chemistry calculation of C16H14BF5N6Ti as an isolated structure in a non-equilibrium geometry, from the OMol25 dataset.

Calculated values
LUMO (spin up / spin down)	0.29 / 0.03	eV
Kohn-Sham gap (spin up / spin down)	6.586 / 8.954	eV
F_max	3.6	eV/Å
relative energy (zero: lowest compared OMol25 entry of this formula, charge and spin)	0.0	kcal/mol

ORCA input file:
```
! wB97M-V def2-TZVPD RIJCOSX def2/J DEFGRID3
* xyz 0 3
H 1.26 -2.88 0.10
N -0.05 -1.45 -0.77
B -1.97 -0.25 -1.99
N -1.21 -1.56 -1.54
C -1.48 -2.84 -1.72
Ti 0.59 0.35 -0.01
H -2.37 -3.14 -2.30
C -0.52 -3.63 -1.11
H -0.44 -4.70 -1.09
C 0.36 -2.72 -0.51
H -2.89 -0.44 -2.65
C 1.85 2.07 0.11
H 2.71 2.13 0.77
H 0.98 2.67 0.75
H 1.92 2.64 -0.83
N -0.93 0.59 -2.83
N -2.29 0.56 -0.70
N 0.33 0.93 -2.22
N -1.29 0.93 0.19
C -0.91 1.04 -4.09
C -3.45 1.02 -0.25
H -1.75 0.86 -4.79
H -4.38 0.83 -0.80
C 0.31 1.67 -4.35
C -3.26 1.73 0.94
C 1.03 1.55 -3.13
C -1.89 1.67 1.17
H 0.65 2.12 -5.26
H -4.00 2.20 1.54
H 2.04 1.91 -2.92
H -1.28 2.13 1.95
H 2.41 1.05 -0.11
F 3.86 0.09 1.70
C 2.79 -0.28 2.45
C 1.51 -0.42 1.87
C 0.51 -0.96 2.71
F -0.77 -1.16 2.21
C 0.72 -1.26 4.07
F -0.30 -1.68 4.86
C 2.01 -1.06 4.58
F 2.23 -1.29 5.91
C 3.05 -0.59 3.79
F 4.29 -0.41 4.31
*
```